1.
Density functional theory data (the ωB97M-V functional and the def2-TZVPD basis) for the molecule C3H4FP.

```
! wB97M-V def2-TZVPD RIJCOSX def2/J DEFGRID3
* xyz 0 3
C -0.37097 1.75470 -0.49287
C -0.64994 0.58299 -0.00498
C 0.08718 -0.69236 0.22076
F -2.84196 -0.68982 -0.71643
P -2.53769 0.39573 0.45906
H -1.02424 2.67398 -0.49203
H 0.61592 -0.38517 1.17607
H 0.71682 -0.84653 -0.53887
H -0.58057 -1.49086 0.31835
*
```

Calculated values
<S²>   2.018
Lowest unoccupied orbital energy (alpha / beta)   0.86 / -1.35 eV
HOMO energy (alpha / beta)   -7.974 / -10.091 eV
Relative energy (zero: lowest compared OMol25 entry of this formula, charge and spin)   0.155 eV


2.
Density functional theory data (the ωB97M-V functional and the def2-TZVPD basis) for the molecule C24H22ClN3O5S.

```
! wB97M-V def2-TZVPD RIJCOSX def2/J DEFGRID3
* xyz 0 1
O -0.37615 -0.01091 -1.71490
C -0.30841 -0.78700 -0.79394
C 1.02104 -1.42070 -0.36669
N 1.20995 -1.38206 1.06554
C 2.13738 -2.32298 1.65427
C 3.62702 -2.08899 1.35215
C 3.98010 -2.21838 -0.10319
C 3.81989 -3.43141 -0.76382
C 4.12195 -3.54850 -2.10853
C 4.59638 -2.45465 -2.81255
C 4.77788 -1.24743 -2.16034
C 4.47398 -1.13207 -0.81515
S 1.10552 0.13383 1.77786
O 1.43578 -0.04728 3.16087
O -0.18874 0.64891 1.45222
C 2.33862 1.18238 1.00764
C 3.48729 1.48350 1.71611
C 4.46508 2.27115 1.13416
C 4.27100 2.74138 -0.15902
Cl 5.49494 3.70125 -0.90048
C 3.10567 2.45851 -0.85891
C 2.12670 1.67789 -0.26609
N -1.36769 -1.27110 -0.09276
N -2.60850 -0.80282 -0.29425
C -3.50503 -1.02717 0.57745
C -4.86470 -0.57029 0.39503
C -5.82474 -0.84692 1.36679
C -7.14320 -0.42566 1.23733
C -7.46456 0.28108 0.10303
C -6.50712 0.56505 -0.87855
C -5.20761 0.15461 -0.76081
O -7.09965 1.27542 -1.88908
C -8.44896 1.43701 -1.51485
O -8.66941 0.80545 -0.27038
H 1.82407 -0.91383 -0.91627
H 1.00841 -2.46922 -0.68395
H 1.84201 -3.32464 1.32815
H 1.98438 -2.24239 2.73168
H 4.18747 -2.83213 1.92603
H 3.90876 -1.10038 1.71533
H 3.46151 -4.29327 -0.21854
H 3.98998 -4.49695 -2.60812
H 4.83006 -2.54527 -3.86244
H 5.15818 -0.39152 -2.69767
H 4.62255 -0.18718 -0.31226
H 3.59174 1.10898 2.72279
H 5.36737 2.51860 1.67077
H 2.96414 2.84639 -1.85493
H 1.20274 1.47117 -0.78279
H -1.15925 -1.76101 0.78220
H -3.28194 -1.57366 1.50327
H -5.53951 -1.40228 2.24753
H -7.88438 -0.63894 1.98902
H -4.45850 0.36833 -1.50235
H -9.10239 0.98328 -2.27724
H -8.68445 2.51014 -1.42854
*
```

Calculated values
Lowest unoccupied orbital energy   0.30 eV
HOMO energy   -7.809 eV
Relative energy (zero: lowest compared OMol25 entry of this formula, charge and spin)   2.081 eV
Structure (SMILES)   O=C(CN(CCc1ccccc1)S(=O)(=O)c1ccc(Cl)cc1)N/N=C/c1ccc2c(c1)OCO2


3.
Density functional theory data (the ωB97M-V functional and the def2-TZVPD basis) for a cluster of 4 separate species, C2H12N2O3 in total.

```
! wB97M-V def2-TZVPD RIJCOSX def2/J DEFGRID3
* xyz 0 1
N -0.30969 1.25437 2.60472
C -0.47218 0.67579 1.34159
C -0.66556 1.40145 0.17668
N -0.91725 0.62560 -0.99925
H 0.38855 0.90845 3.22929
H -0.39545 2.29176 2.63829
H -0.38939 -0.35532 1.14306
H -0.68511 2.45989 0.05125
H -0.26082 0.74829 -1.75971
H -1.86114 0.54637 -1.35369
O 2.96100 0.85397 0.25811
H 2.87075 1.44735 0.86791
H 2.77500 -0.09553 0.41079
O -0.96293 -1.63865 -2.67113
H -0.64386 -1.99242 -1.93883
H -0.22816 -1.77338 -3.29111
O -0.02997 -2.30198 -0.23276
H -0.37008 -3.18736 -0.22182
H -0.80372 -1.86864 -0.25341
*
```

Calculated values
Lowest unoccupied orbital energy   0.69 eV
HOMO energy   -7.816 eV
Relative energy (zero: lowest compared OMol25 entry of this formula, charge and spin)   2.628 eV
Structure (SMILES)   N/C=C/N.O.O.O


4.
Density functional theory data (the ωB97M-V functional and the def2-TZVPD basis) for the ion C4H9NP with charge +1.

```
! wB97M-V def2-TZVPD RIJCOSX def2/J DEFGRID3
* xyz 1 1
C 1.43981 0.09044 -1.44942
C 0.24004 -0.91318 -1.39504
C -0.71197 -0.36387 -0.41696
C -0.12933 -0.15093 1.01097
N -0.70196 1.06792 1.82499
P 2.17184 0.82652 -0.16901
H 1.81340 0.10749 -2.45468
H -0.32289 -1.17049 -2.26022
H 0.67956 -1.95653 -1.17888
H -0.84641 0.62947 -0.92757
H -1.54976 -1.01616 -0.12601
H 0.30259 -0.95101 1.48698
H -1.46935 0.69744 2.38889
H -0.95545 1.76752 1.05848
H 0.03988 1.33538 2.60747
*
```

Calculated values
Lowest unoccupied orbital energy (alpha / beta)   -4.61 / -4.62 eV
HOMO energy (alpha / beta)   -12.514 / -12.643 eV
Relative energy (zero: lowest compared OMol25 entry of this formula, charge and spin)   3.778 eV


5.
Density functional theory data (the ωB97M-V functional and the def2-TZVPD basis) for a cluster of 2 separate species, C2H3F2I in total.

```
! wB97M-V def2-TZVPD RIJCOSX def2/J DEFGRID3
* xyz 0 1
C 0.64083 0.43377 0.18982
C -0.42734 -0.48030 -0.29097
F 0.69306 1.57433 -0.54717
F -0.37697 -1.75968 -0.15492
I -4.03051 -0.06997 -0.00251
H 1.62394 0.11849 -0.07268
H 0.80693 0.57742 1.29362
H -1.30776 -0.19060 -0.92211
*
```

Calculated values
Lowest unoccupied orbital energy (alpha / beta)   -0.06 / -3.11 eV
HOMO energy (alpha / beta)   -9.966 / -8.370 eV
Relative energy (zero: lowest compared OMol25 entry of this formula, charge and spin)   3.371 eV


6.
Density functional theory data (the ωB97M-V functional and the def2-TZVPD basis) for a structure of composition C4H6As2Ca3F12NO6.

```
! wB97M-V def2-TZVPD RIJCOSX def2/J DEFGRID3
* xyz 3 1
Ca -30.20980 -20.26077 19.09090
Ca -24.94270 -23.15701 21.69314
Ca -27.04140 -24.73546 17.74779
As -30.41417 -23.17451 16.26443
F -30.43042 -22.03837 17.73125
F -29.21565 -22.08085 15.67865
F -30.25651 -24.13016 14.89874
F -31.53424 -24.15604 17.03250
F -31.64521 -22.17806 15.65025
F -29.10482 -24.13548 17.06778
As -27.27981 -26.38702 21.32299
F -26.32729 -24.80683 21.68644
F -27.15213 -26.75450 22.94133
F -28.02473 -27.81454 20.87525
F -27.33405 -25.89018 19.55711
F -25.72254 -27.01139 21.00935
F -28.70843 -25.52835 21.53921
N -28.00575 -22.49942 20.33814
O -29.08885 -21.87762 20.35458
O -27.04941 -22.14095 21.01674
O -27.89211 -23.34778 19.43298
C -21.64442 -18.94283 17.59373
C -22.33751 -18.96905 18.93215
C -23.67956 -18.20903 18.92554
O -24.55680 -19.09189 19.69570
C -23.96628 -20.25299 19.85578
O -24.43460 -21.15295 20.54866
O -22.76849 -20.29306 19.33709
H -20.89129 -19.73868 17.54257
H -21.08042 -18.02777 17.44030
H -22.30577 -19.23775 16.77630
H -21.64784 -18.50472 19.63718
H -24.10718 -18.10071 17.93222
H -23.64300 -17.26634 19.46045
*
```

Calculated values
Lowest unoccupied orbital energy   -10.65 eV
HOMO energy   -19.602 eV
Relative energy (zero: lowest compared OMol25 entry of this formula, charge and spin)   0.000 eV


7.
Density functional theory data (the ωB97M-V functional and the def2-TZVPD basis) for a structure of composition C26H25AlClN2O4STe.

```
! wB97M-V def2-TZVPD RIJCOSX def2/J DEFGRID3
* xyz -1 1
Al 9.44136 15.69802 9.13123
O 12.19400 14.32556 10.71263
S 11.73361 15.50935 10.09002
O 12.65526 16.61254 10.01780
O 10.39324 15.91707 10.68036
O 11.17495 15.11007 8.67007
N 8.79465 15.68734 7.19183
C 7.99916 16.71310 6.66161
C 8.19040 17.09451 5.36426
C 7.59772 18.11168 4.63963
C 6.66748 18.82201 5.41562
C 6.48679 18.53770 6.74476
C 7.09796 17.44874 7.42000
C 6.76463 17.23376 8.90371
C 5.51307 17.61718 9.36668
C 5.30420 17.49908 10.72566
C 6.29257 16.97760 11.57732
C 7.47480 16.59132 11.04024
C 7.73220 16.60989 9.64364
H 8.30177 14.77088 7.35534
H 9.56982 15.32213 6.54055
H 8.80165 16.40641 4.80491
H 7.88067 18.47921 3.61888
H 6.04052 19.66772 5.14471
H 5.95790 19.28664 7.34941
H 4.70836 17.97896 8.76802
H 4.38677 17.72024 11.28369
H 6.25505 16.87346 12.66118
H 8.21277 16.10685 11.79535
Cl 9.98099 21.33960 10.92362
C 10.53777 20.17892 9.79807
C 11.57848 20.52347 9.02232
C 11.99356 19.56551 8.09368
C 11.23251 18.39122 7.88604
N 10.23694 18.04067 8.72077
C 9.85866 18.95741 9.68532
H 12.01016 21.46826 9.10332
H 12.88183 19.78447 7.44158
H 11.55875 17.67404 7.21184
H 9.00871 18.80789 10.26479
C 12.09444 8.43983 10.01735
C 11.07595 9.56719 9.91757
C 10.45532 10.04109 11.05419
C 9.58679 11.15884 10.97445
C 8.99533 11.63648 12.34035
C 9.20301 11.74301 9.77030
Te 7.84997 13.43316 9.67277
C 9.79840 11.19406 8.60681
C 9.48656 11.67767 7.25827
C 10.73301 10.16054 8.68627
H 11.42746 7.55965 10.23715
H 12.56509 8.65693 10.93755
H 12.61440 8.30004 9.08484
H 10.70236 9.64581 12.03918
H 9.37416 10.96931 13.11073
H 7.91435 11.51163 12.25862
H 9.25296 12.71177 12.48738
H 8.41672 11.79132 7.18095
H 9.89967 10.99773 6.46785
H 9.98155 12.65839 7.12432
H 11.07693 9.78095 7.67255
*
```

Calculated values
Lowest unoccupied orbital energy   2.43 eV
HOMO energy   -4.290 eV
Relative energy (zero: lowest compared OMol25 entry of this formula, charge and spin)   1.944 eV


8.
Density functional theory data (the ωB97M-V functional and the def2-TZVPD basis) for the molecule C4H7N3.

```
! wB97M-V def2-TZVPD RIJCOSX def2/J DEFGRID3
* xyz 0 1
C 2.21190 0.08459 0.30390
N 1.26443 0.13357 -0.78963
C -0.09586 0.12165 -0.49179
C -0.69775 -0.50257 0.62896
C -2.04568 -0.41994 0.46355
N -2.27287 0.27019 -0.65641
N -1.00952 0.67750 -1.28314
H 2.09493 -0.85088 0.85335
H 3.21730 0.09046 -0.11707
H 2.11773 0.91236 1.02083
H 1.48556 0.82281 -1.49259
H -0.22287 -0.89412 1.49434
H -2.82625 -0.83045 1.08867
H -3.22106 0.38482 -1.02297
*
```

Calculated values
Lowest unoccupied orbital energy   1.09 eV
HOMO energy   -8.263 eV
Relative energy (zero: lowest compared OMol25 entry of this formula, charge and spin)   0.798 eV
Structure (SMILES)   CNc1cc[nH]n1


9.
Density functional theory data (the ωB97M-V functional and the def2-TZVPD basis) for a cluster of 2 separate species, C2HBrF4S in total.

```
! wB97M-V def2-TZVPD RIJCOSX def2/J DEFGRID3
* xyz 0 1
C 0.80546 1.41345 0.06208
C 2.55107 0.18628 -0.89276
F 1.20696 1.51058 1.28393
F 1.17742 2.45775 -0.65534
F 3.07218 1.02596 -1.70919
F 2.17798 -0.89077 -1.62000
S -0.73143 0.58034 -0.27139
Br 3.90662 -0.34520 0.55675
H -1.18063 0.52856 0.98546
*
```

Calculated values
Lowest unoccupied orbital energy (alpha / beta)   -0.40 / -0.40 eV
HOMO energy (alpha / beta)   -9.017 / -9.019 eV
Relative energy (zero: lowest compared OMol25 entry of this formula, charge and spin)   2.643 eV


Q: The lowest relative energy (zero: lowest compared OMol25 entry of this formula, charge and spin) belongs to which entry?
A: C4H6As2Ca3F12NO6